1.
Computed, not measured: a molecular structure, C36H58F3FeN8O6P3 in a non-equilibrium geometry, with the ωB97M-V functional and the def2-TZVPD basis.

Atoms and positions in Å:
Fe: -0.202 -0.548 -0.447
C: 0.047 -1.377 -3.729
N: 0.894 -0.669 -2.779
C: 2.236 -1.212 -2.654
C: 2.120 -2.438 -1.801
N: 1.329 -2.464 -0.748
C: 1.407 -3.743 -0.239
C: 0.776 -4.348 0.847
C: 1.090 -5.662 1.125
C: 2.009 -6.379 0.350
C: 2.635 -5.808 -0.739
C: 2.318 -4.487 -1.025
N: 2.743 -3.621 -2.011
C: -1.295 -1.719 -3.162
N: -1.575 -1.814 -1.877
C: -2.891 -2.197 -1.795
C: -3.709 -2.443 -0.690
C: -5.014 -2.828 -0.932
C: -5.503 -2.987 -2.229
C: -4.705 -2.755 -3.341
C: -3.401 -2.350 -3.104
N: -2.353 -2.028 -3.940
H: 0.532 -2.322 -4.000
H: -0.090 -0.804 -4.656
H: 0.871 0.331 -2.940
H: 2.870 -0.476 -2.152
H: 2.693 -1.453 -3.626
H: 0.059 -3.807 1.438
H: 0.611 -6.157 1.956
H: 2.226 -7.404 0.607
H: 3.331 -6.364 -1.346
H: 3.372 -3.858 -2.764
H: -3.331 -2.342 0.312
H: -5.665 -3.027 -0.096
H: -6.524 -3.305 -2.367
H: -5.085 -2.903 -4.339
H: -2.378 -2.037 -4.948
C: 2.192 3.599 -1.435
C: 2.295 4.153 -0.023
C: 3.507 3.581 0.699
O: 1.124 3.901 0.781
P: -0.029 2.843 0.574
O: 0.521 1.458 0.345
C: -1.162 3.467 -0.703
P: -2.090 2.082 -1.422
O: -1.160 1.022 -1.910
O: -3.011 1.381 -0.360
C: -4.319 1.814 0.109
C: -4.665 0.931 1.295
C: -4.332 3.288 0.467
O: -2.939 2.856 -2.505
C: -3.448 2.390 -3.768
C: -4.327 1.164 -3.576
C: -2.291 2.138 -4.721
O: -0.923 2.992 1.843
C: -0.496 3.209 3.219
C: -0.750 1.932 4.000
C: -1.284 4.387 3.770
H: 3.158 3.704 -1.925
H: 1.465 4.145 -2.029
H: 1.914 2.547 -1.394
H: 2.365 5.246 -0.051
H: 3.419 2.496 0.730
H: 3.561 3.975 1.710
H: 4.417 3.858 0.174
H: -0.610 3.939 -1.511
H: -1.815 4.210 -0.255
H: -5.024 1.625 -0.707
H: -3.954 1.090 2.099
H: -4.642 -0.117 1.011
H: -5.663 1.174 1.648
H: -3.586 3.496 1.231
H: -5.314 3.549 0.851
H: -4.143 3.893 -0.416
H: -4.047 3.234 -4.127
H: -3.809 0.443 -2.946
H: -4.552 0.711 -4.537
H: -5.267 1.431 -3.104
H: -1.671 1.336 -4.327
H: -1.688 3.038 -4.825
H: -2.674 1.865 -5.700
H: 0.571 3.451 3.205
H: -1.818 1.757 4.090
H: -0.326 2.018 4.996
H: -0.303 1.087 3.484
H: -2.350 4.175 3.757
H: -1.095 5.287 3.192
H: -0.984 4.574 4.797
F: -1.848 -2.342 2.148
C: -1.010 -1.500 1.530
F: -1.692 -0.307 1.382
F: -0.021 -1.216 2.449
C: 4.038 -1.173 4.252
N: 4.117 -2.266 3.195
C: 5.346 -1.991 2.338
N: 5.289 -0.691 1.786
C: 5.200 0.317 2.829
N: 4.014 0.098 3.636
C: 2.783 0.387 2.940
P: 2.512 -0.697 1.421
C: 2.886 -2.296 2.373
C: 4.278 -0.531 0.766
H: 4.917 -1.265 4.896
H: 3.132 -1.331 4.843
H: 4.229 -3.174 3.658
H: 5.390 -2.746 1.548
H: 6.228 -2.082 2.979
H: 5.162 1.307 2.376
H: 6.088 0.256 3.462
H: 2.777 1.436 2.638
H: 1.941 0.231 3.620
H: 2.964 -3.116 1.657
H: 2.033 -2.502 3.023
H: 4.398 0.455 0.312
H: 4.442 -1.280 -0.013

## Properties
Expectation value of S²: 8.76
Multiplicity: 6
Charge: +3
HOMO (alpha / beta), eV: -15.3 / -15.2
Frontier orbital gap (alpha / beta), eV: 8.9568 / 5.4967

2.
Computed, not measured: 5 unconnected molecules or ions with the total composition C36H58FN3O11S2 in a non-equilibrium geometry, with the ωB97M-V functional and the def2-TZVPD basis.

Atoms and positions in Å:
N: 0.971 1.552 2.604
C: 1.710 1.232 1.325
F: 2.300 2.433 0.816
C: 1.070 0.155 0.326
C: 0.138 -0.962 1.061
C: 0.254 -2.404 0.370
C: -1.075 -3.232 0.821
S: -2.587 -2.530 -0.028
C: -4.050 -2.662 1.151
S: -4.734 -4.176 1.301
N: -4.496 -1.423 1.821
C: -5.777 -1.020 1.161
C: -6.706 -0.049 2.027
O: -6.937 -0.595 3.365
C: -5.624 -0.524 3.991
C: -4.626 -1.580 3.298
O: 0.650 0.532 -0.999
C: -0.073 1.757 -1.043
O: 0.324 2.615 -1.878
C: -1.352 2.141 -0.190
C: -2.777 1.571 -0.357
C: -3.897 2.140 0.569
C: -3.683 3.235 1.632
C: -2.253 3.795 1.816
C: -1.137 3.246 0.906
O: 2.253 -0.679 0.013
C: 3.159 -0.912 1.107
O: 3.835 -1.939 1.295
C: 3.036 0.448 1.935
N: 4.174 1.258 1.383
C: 3.262 0.458 3.514
O: 2.451 -0.541 4.222
O: 2.164 0.039 5.426
H: -0.030 1.326 2.514
H: 1.026 2.562 2.805
H: 0.557 -1.085 2.134
H: -0.929 -0.575 1.187
H: 1.133 -3.031 0.779
H: 0.319 -2.368 -0.768
H: -1.254 -3.135 1.943
H: -1.002 -4.347 0.568
H: -5.490 -0.477 0.183
H: -6.414 -1.918 0.845
H: -7.685 0.087 1.434
H: -6.285 1.003 2.188
H: -5.778 -0.784 5.098
H: -5.172 0.527 3.961
H: -4.953 -2.619 3.647
H: -3.585 -1.371 3.760
H: -2.963 0.784 -1.158
H: -4.945 1.730 0.402
H: -4.503 3.682 2.294
H: -1.956 4.612 2.565
H: -0.079 3.683 1.033
H: 4.988 1.279 2.009
H: 4.401 0.895 0.448
H: 4.360 0.132 3.689
H: 3.184 1.502 3.992
H: 1.527 0.781 5.282
C: 6.049 -6.127 0.155
C: 5.825 -5.137 1.276
C: 4.343 -5.298 1.547
O: 4.008 -6.658 1.234
C: 5.110 -7.255 0.538
H: 7.086 -6.452 0.056
H: 5.735 -5.687 -0.797
H: 6.401 -5.439 2.158
H: 6.103 -4.113 1.022
H: 3.748 -4.648 0.897
H: 4.081 -5.085 2.586
H: 5.595 -7.961 1.221
H: 4.741 -7.807 -0.329
C: -9.900 4.134 0.392
C: -9.747 3.513 -0.978
C: -8.258 3.237 -1.036
O: -7.830 2.984 0.310
C: -8.888 3.354 1.207
H: -10.912 4.068 0.794
H: -9.615 5.191 0.354
H: -10.303 2.570 -1.022
H: -10.094 4.151 -1.792
H: -7.706 4.109 -1.404
H: -8.014 2.379 -1.666
H: -9.326 2.433 1.606
H: -8.480 3.935 2.037
C: 6.366 1.541 -3.550
C: 5.723 2.843 -3.128
C: 6.098 2.917 -1.662
O: 7.360 2.250 -1.521
C: 7.644 1.540 -2.735
H: 6.546 1.469 -4.624
H: 5.732 0.700 -3.252
H: 6.178 3.676 -3.673
H: 4.644 2.875 -3.294
H: 5.369 2.390 -1.038
H: 6.185 3.945 -1.303
H: 8.447 2.074 -3.255
H: 7.992 0.532 -2.500
C: 2.142 0.343 -5.110
C: 2.325 -0.283 -6.474
C: 3.810 -0.583 -6.487
O: 4.195 -0.842 -5.130
C: 3.117 -0.452 -4.265
H: 1.117 0.294 -4.738
H: 2.445 1.395 -5.141
H: 1.755 -1.217 -6.533
H: 2.012 0.360 -7.299
H: 4.387 0.278 -6.841
H: 4.058 -1.447 -7.109
H: 2.653 -1.366 -3.878
H: 3.509 0.124 -3.424

## Properties
HOMO, eV: -8.6
SMILES: N[C@]1(F)[C@@](CCCSC(=S)N2CCOCC2)(OC(=O)c2ccccc2)OC(=O)[C@]1(N)COO.C1CCOC1.C1CCOC1.C1CCOC1.C1CCOC1
Frontier orbital gap, eV: 7.5999

3.
Computed, not measured: a molecular structure, C36H59N6O4S2SiTi in a non-equilibrium geometry, with the ωB97M-V functional and the def2-TZVPD basis.

Atoms and positions in Å:
Ti: 0.499 -0.504 -0.882
C: -3.847 1.787 2.485
C: -3.271 0.449 2.051
C: -3.143 -0.508 3.229
C: -4.140 -0.176 0.971
O: -1.926 0.666 1.451
Si: -0.787 1.749 2.012
S: 0.888 1.172 0.694
O: -0.440 1.300 3.491
C: -0.023 1.672 4.842
C: -1.188 2.361 5.533
C: 1.191 2.585 4.771
C: 0.326 0.357 5.524
O: -1.200 3.206 1.527
C: -0.731 4.586 1.448
C: 0.786 4.646 1.537
C: -1.379 5.352 2.590
C: -1.205 5.122 0.104
H: -4.872 1.647 2.824
H: -3.851 2.491 1.652
H: -3.271 2.218 3.307
H: -4.109 -0.598 3.723
H: -2.422 -0.137 3.954
H: -2.844 -1.505 2.897
H: -5.124 -0.380 1.391
H: -3.727 -1.129 0.629
H: -4.267 0.501 0.124
H: -1.492 3.253 4.984
H: -0.886 2.664 6.535
H: -2.047 1.694 5.625
H: 0.900 3.594 4.478
H: 1.919 2.196 4.056
H: 1.667 2.647 5.749
H: -0.536 -0.311 5.542
H: 0.631 0.542 6.553
H: 1.151 -0.131 5.001
H: 1.141 4.237 2.482
H: 1.115 5.682 1.467
H: 1.247 4.082 0.725
H: -1.089 4.925 3.551
H: -2.465 5.320 2.504
H: -1.059 6.394 2.569
H: -0.672 4.641 -0.719
H: -1.016 6.193 0.055
H: -2.276 4.957 -0.017
C: -0.409 0.714 -3.618
N: -0.882 0.659 -2.210
C: -1.050 2.071 -1.763
C: -2.261 0.088 -2.204
C: -2.363 -1.257 -2.883
N: -1.389 -2.232 -2.366
C: -0.927 -3.043 -3.509
C: -2.058 -3.131 -1.408
H: -1.211 1.075 -4.266
H: -0.095 -0.270 -3.963
H: 0.422 1.408 -3.714
H: -1.721 2.597 -2.448
H: -0.093 2.583 -1.758
H: -1.479 2.110 -0.767
H: -2.923 0.776 -2.740
H: -2.605 0.031 -1.174
H: -2.213 -1.128 -3.955
H: -3.388 -1.623 -2.761
H: -1.779 -3.425 -4.082
H: -0.355 -3.897 -3.164
H: -0.307 -2.443 -4.176
H: -2.641 -2.553 -0.693
H: -2.743 -3.812 -1.923
H: -1.315 -3.730 -0.884
N: 3.176 -2.343 -3.771
C: 3.075 -3.757 -3.843
C: 3.697 -4.433 -4.877
C: 3.613 -5.819 -4.943
C: 2.909 -6.519 -3.979
C: 2.270 -5.838 -2.946
C: 2.363 -4.462 -2.885
S: 1.609 -3.597 -1.521
N: 1.650 -1.951 -2.035
C: 2.478 -1.552 -2.962
C: 2.691 -0.090 -3.041
C: 3.449 0.524 -4.021
C: 3.700 1.887 -3.936
C: 3.204 2.581 -2.847
C: 2.432 1.899 -1.920
N: 2.144 0.597 -2.014
H: 3.801 -1.926 -4.441
H: 4.257 -3.886 -5.627
H: 4.106 -6.344 -5.749
H: 2.854 -7.598 -4.015
H: 1.722 -6.384 -2.188
H: 3.849 -0.027 -4.861
H: 4.281 2.387 -4.699
H: 3.404 3.634 -2.710
H: 2.040 2.409 -1.051
O: -0.979 -1.044 0.354
C: -0.709 -1.880 1.498
C: 0.755 -2.205 1.553
C: 1.305 -2.987 2.554
C: 2.681 -3.134 2.603
C: 3.463 -2.490 1.650
C: 2.840 -1.762 0.664
N: 1.504 -1.627 0.607
H: -1.463 -0.198 0.728
H: -1.310 -2.789 1.434
H: -0.990 -1.347 2.410
H: 0.667 -3.465 3.286
H: 3.141 -3.732 3.378
H: 4.541 -2.560 1.670
H: 3.410 -1.249 -0.100

## Properties
Charge: +3
HOMO, eV: -15.4
Frontier orbital gap, eV: 5.7632
Energy relative to the best compared isomer or geometry (same formula, charge and spin), kcal/mol: 12.0

4.
Computed, not measured: a molecular structure, C36H60BN6O7P2S3ScSe, with the ωB97M-V functional and the def2-TZVPD basis.

Atoms and positions in Å:
Sc: 0.079 -1.562 0.366
C: -3.065 1.653 4.391
C: -3.557 1.079 3.058
C: -5.078 0.922 3.107
C: -3.212 2.103 1.960
P: -2.497 -0.421 2.651
C: -3.368 -1.149 1.181
N: -3.031 -0.422 -0.032
B: -1.682 -0.167 -0.548
N: -1.983 0.547 -1.796
C: -1.074 1.042 -2.809
P: 0.373 1.994 -2.153
C: -0.403 3.663 -1.774
C: -1.574 3.383 -0.819
C: -0.913 4.500 -2.945
C: 0.638 4.470 -0.985
C: 1.337 2.106 -3.775
C: 0.595 2.589 -5.028
C: 1.861 0.684 -4.047
C: 2.554 3.005 -3.536
C: -3.357 0.644 -1.998
C: -4.104 1.204 -3.026
C: -5.498 1.163 -2.952
C: -6.133 0.569 -1.871
C: -5.391 0.000 -0.835
C: -4.005 0.040 -0.900
C: -2.734 -1.766 3.950
C: -4.115 -1.888 4.592
C: -1.681 -1.498 5.038
C: -2.375 -3.115 3.310
H: -3.542 2.625 4.563
H: -1.984 1.806 4.379
H: -3.316 1.006 5.234
H: -5.528 1.916 3.222
H: -5.419 0.308 3.938
H: -5.478 0.504 2.182
H: -3.645 3.072 2.240
H: -3.630 1.820 0.993
H: -2.130 2.227 1.850
H: -4.450 -1.160 1.310
H: -3.052 -2.186 1.079
H: -1.631 1.667 -3.506
H: -0.662 0.215 -3.392
H: -2.448 2.994 -1.343
H: -1.862 4.322 -0.334
H: -1.313 2.668 -0.034
H: -1.577 3.932 -3.603
H: -0.096 4.902 -3.546
H: -1.485 5.351 -2.557
H: 0.928 3.942 -0.073
H: 0.212 5.438 -0.698
H: 1.548 4.658 -1.555
H: -0.381 2.115 -5.144
H: 1.186 2.324 -5.913
H: 0.451 3.669 -5.044
H: 1.079 0.017 -4.410
H: 2.310 0.228 -3.161
H: 2.628 0.744 -4.828
H: 2.267 4.048 -3.390
H: 3.216 2.965 -4.409
H: 3.122 2.675 -2.663
H: -3.633 1.663 -3.885
H: -6.085 1.596 -3.753
H: -7.215 0.537 -1.829
H: -5.900 -0.473 -0.007
H: -4.353 -1.030 5.224
H: -4.134 -2.780 5.230
H: -4.907 -1.997 3.847
H: -1.800 -0.518 5.503
H: -0.674 -1.563 4.621
H: -1.769 -2.260 5.821
H: -3.174 -3.498 2.673
H: -1.453 -3.077 2.728
H: -2.202 -3.844 4.108
C: -0.046 -3.417 -3.502
C: 0.413 -3.591 -2.065
C: 1.482 -4.659 -1.916
O: 0.953 -2.309 -1.654
C: -0.804 -3.964 -1.189
O: -1.448 -4.955 -1.486
O: -1.051 -3.167 -0.202
H: 0.814 -3.217 -4.145
H: -0.738 -2.575 -3.573
H: -0.558 -4.318 -3.834
H: 2.312 -4.461 -2.600
H: 1.048 -5.630 -2.151
H: 1.855 -4.679 -0.890
H: 1.842 -2.411 -1.271
O: 2.957 -1.707 3.018
Se: 1.587 -2.433 2.570
O: 1.039 -3.564 3.589
O: 0.342 -1.279 2.339
O: 1.603 -2.991 0.985
S: 7.198 0.907 3.068
C: 6.063 0.318 1.974
S: 4.436 0.862 2.009
C: 4.027 -0.087 0.613
N: 5.029 -0.777 0.171
N: 6.166 -0.559 0.946
C: 7.310 -1.296 0.512
C: 8.509 -1.302 1.217
C: 9.586 -2.045 0.746
C: 9.494 -2.788 -0.418
C: 8.291 -2.783 -1.114
C: 7.208 -2.051 -0.660
S: 2.472 -0.012 -0.116
H: 8.597 -0.733 2.128
H: 10.508 -2.036 1.315
H: 10.337 -3.365 -0.776
H: 8.184 -3.362 -2.024
H: 6.273 -2.057 -1.196
N: 0.571 1.577 3.446
N: -0.124 2.032 2.264
H: 1.384 1.032 3.158
H: -0.046 0.880 3.852
H: -0.149 1.272 1.585
H: 0.448 2.754 1.838

## Properties
Charge: -2
HOMO, eV: -2.8
Frontier orbital gap, eV: 6.7149
Energy relative to the best compared isomer or geometry (same formula, charge and spin), kcal/mol: 16.8